Here is 2 unconnected molecules or ions with the total composition C6H5F5 in a non-equilibrium geometry from OMol25. Energies are from the ωB97M-V functional and the def2-TZVPD basis.

Values from the calculation:
Orbital gap (eV): 9.388
Energy relative to the best compared isomer or geometry (same formula, charge and spin) (kJ/mol): 341.57
LUMO level (hartree): -0.007
HOMO (eV): -9.6

Each line ends with the Mulliken charge.
Geometry (Å):
1 F -2.1046 0.4945 -0.5978  -0.1072
2 F 1.0635 3.5177 -0.0607  -0.2857
3 F 3.4179 -0.8669 0.5119  -0.2431
4 F 1.6037 -1.9469 0.5604  -0.2284
5 F 2.5522 -1.4731 -1.3773  -0.2465
6 C 2.2575 -1.0273 -0.1225  0.6931
7 C 0.8413 1.1962 0.0094  0.4685
8 C -2.1485 -1.5787 0.1882  -0.4933
9 C 1.4593 0.1926 -0.1582  -0.2496
10 C -2.1455 -0.7936 -1.0245  -0.1329
11 C 0.1611 2.5407 0.1457  -0.4008
12 H -1.3007 -2.4297 0.1627  0.1889
13 H -1.8932 -0.8899 1.0231  0.2044
14 H -0.2870 2.7121 1.1129  0.2779
15 H -0.4719 2.5731 -0.7134  0.2177
16 H -3.0048 -2.2206 0.3400  0.3369